Record 1
{"formula": "H9O4", "method": "ωB97M-V/def2-TZVPD", "total_charge": 1, "molar_mass_g_mol": 73.068, "relative_energy_kcal_mol": 21.1, "species": ["O", "H", "H", "O", "H", "H", "O", "H", "H", "O", "H", "H", "H"], "xyz": [[0.604, -2.432, -1.824], [0.047, -3.253, -1.469], [0.673, -2.480, -2.797], [0.643, 0.252, 2.222], [-0.105, -0.138, 2.723], [0.780, 1.151, 2.721], [-1.019, 2.190, 0.104], [-0.279, 2.755, -0.263], [-1.812, 2.517, -0.264], [0.100, -0.144, -0.305], [0.418, -0.193, 0.683], [-0.382, 0.669, -0.576], [0.334, -0.893, -0.955]], "atomic_forces_ev_per_a": [[-1.709, -1.800, 1.157], [1.847, 2.606, -1.549], [-0.210, -0.283, 0.669], [-0.475, 1.807, 1.749], [0.573, 0.147, -0.281], [-0.195, -2.389, -1.681], [3.026, -0.199, -0.295], [-1.370, -0.537, 0.663], [-1.535, 0.792, -0.698], [0.907, -1.532, 0.175], [-0.331, 0.808, -0.748], [-0.260, 0.265, 0.469], [-0.267, 0.314, 0.370]], "lowdin_charge": [-0.086, 0.152, 0.078, -0.058, 0.093, 0.153, -0.020, 0.115, 0.050, 0.176, 0.120, 0.100, 0.126]}

Record 2
{"formula": "C5H10O2", "method": "ωB97M-V/def2-TZVPD", "smiles": "C[C@H]1O[C@@H]1CCO", "molar_mass_g_mol": 102.133, "relative_energy_kcal_mol": 70.8, "species": ["C", "C", "O", "C", "C", "C", "O", "H", "H", "H", "H", "H", "H", "H", "H", "H", "H"], "xyz": [[2.382, -0.569, -0.147], [0.971, -0.184, 0.117], [-0.635, 1.433, -1.140], [-1.597, 1.185, -0.138], [-1.481, -0.146, 0.699], [-0.220, -0.954, 0.453], [0.152, -0.893, -0.911], [2.675, 0.059, -1.001], [2.406, -1.609, -0.467], [3.071, -0.364, 0.671], [0.851, 0.886, 0.306], [-2.583, 1.200, -0.615], [-1.539, 2.043, 0.538], [-1.549, 0.077, 1.770], [-2.335, -0.791, 0.459], [-0.142, -1.931, 0.925], [-0.427, 0.558, -1.518]], "atomic_forces_ev_per_a": [[0.239, -0.203, 0.127], [0.211, -0.168, -0.100], [-0.424, 0.213, -0.435], [-0.338, 0.105, 0.278], [0.030, -0.042, 0.012], [-0.068, -0.112, 0.443], [0.359, 0.463, 0.022], [0.140, -0.243, 0.179], [0.315, -0.038, 0.175], [-0.021, -0.096, 0.072], [-0.140, -0.282, -0.790], [-0.084, -0.010, 0.279], [-0.106, -0.119, 0.001], [-0.053, 0.035, -0.134], [0.142, 0.093, 0.028], [-0.115, -0.047, -0.102], [-0.086, 0.450, -0.054]], "lowdin_charge": [-0.033, -0.259, -0.113, -0.236, -0.100, -0.267, -0.055, 0.095, 0.086, 0.080, 0.145, 0.109, 0.113, 0.114, 0.112, 0.148, 0.061]}

Record 3
{"formula": "C3H10NO2", "method": "ωB97M-V/def2-TZVPD", "total_charge": -1, "molar_mass_g_mol": 92.118, "relative_energy_kcal_mol": 18.0, "species": ["C", "N", "C", "O", "C", "H", "H", "H", "H", "H", "H", "H", "H", "H", "H", "O"], "xyz": [[1.053, -1.138, -0.388], [-0.028, -0.579, 0.368], [-1.274, -0.304, -0.360], [-1.237, 0.977, -0.909], [2.336, -0.320, -0.147], [1.190, -2.202, -0.146], [0.869, -1.092, -1.475], [0.162, 0.325, 0.783], [-2.106, -0.365, 0.342], [-1.378, -1.028, -1.195], [2.266, 0.097, 0.853], [2.288, 0.567, -0.793], [3.365, -0.672, -0.230], [-2.829, 1.499, 1.690], [-2.175, 1.931, 0.372], [-2.500, 2.302, 1.234]], "atomic_forces_ev_per_a": [[1.065, -0.029, -0.622], [-0.801, -0.647, 0.778], [0.536, 2.269, -1.719], [-0.502, -0.647, 0.630], [-0.257, 1.256, 0.141], [0.109, 0.081, 0.064], [-0.242, -0.052, 0.169], [0.473, -0.002, -0.229], [-0.387, -0.595, 0.359], [-0.095, -0.474, 0.518], [0.100, -0.016, 0.398], [-0.063, -0.115, 0.045], [-0.266, -0.893, -0.274], [0.328, 0.775, -0.397], [0.598, -0.163, -0.372], [-0.598, -0.747, 0.511]], "lowdin_charge": [-0.334, -0.095, -0.497, -0.378, -0.118, 0.085, 0.099, 0.083, 0.061, 0.083, 0.049, 0.069, 0.049, 0.011, -0.020, -0.147]}

HOMO level? In order: -16.289; -9.592; -2.879 eV.
HOMO-LUMO gap? In order: 12.963; 10.625; 6.972 eV.